No. 1
56
Properties=species:S:1:pos:R:3:forces:R:3 method="wB97M-V/def2-TZVPD" total_charge=0 smiles=CC[C@@H](N)CNCN.O.O.O.O.O.O.O.O.O.O.O
O 2.730850 0.789299 -1.775619 -2.31 0.88 0.55
O 3.780465 -1.620093 -1.730810 0.58 0.85 -2.37
O -1.451061 -3.489440 1.586646 1.50 0.24 -1.79
O -2.762290 3.185310 -0.151314 1.24 4.35 2.41
O -0.503383 4.775797 -0.175375 0.56 -1.47 1.71
O 2.468560 -3.809990 -1.242126 1.30 -0.21 -0.88
O 4.767416 -1.592965 0.750212 -0.58 0.44 0.31
O -3.822451 0.924588 -0.590915 0.43 -0.35 1.25
O 4.054798 2.709087 -0.498295 0.07 -0.04 -0.37
O 0.872461 -4.464866 0.764699 3.17 0.04 1.40
O -2.844362 2.502932 -2.853873 1.83 0.32 -1.13
N -2.743901 -1.623712 -0.188256 0.18 0.61 3.88
N 0.237832 2.014826 0.884945 -0.69 0.68 1.15
N -1.207351 -0.208409 -1.333736 1.48 -1.09 -0.20
C -0.767621 0.849480 3.469766 0.13 0.62 -0.06
C -0.645332 0.846816 0.889573 0.53 -1.35 0.03
C -0.231794 -0.130909 -0.255051 -0.97 0.38 -0.83
C -0.618407 0.030907 2.188459 -0.07 0.86 0.50
C -2.000192 -1.398025 -1.402279 -0.81 1.13 -0.76
H 5.017072 -1.271565 -0.117743 -0.18 0.03 -0.34
H -2.687524 -1.164679 -2.207462 -0.27 -0.26 -0.46
H -1.812824 3.642643 -0.243041 -2.07 -1.00 0.22
H -1.914530 -3.681811 2.364895 -1.30 -0.06 1.39
H -2.920099 -0.773363 0.471835 0.38 -1.97 -2.43
H -0.156670 0.513348 4.294245 0.06 -0.51 0.21
H 0.056873 -1.169167 -0.085682 -0.30 -0.02 1.16
H 1.726677 -4.329394 1.348026 -2.86 -0.26 -1.60
H -1.787857 0.933122 3.811158 -0.41 -0.15 0.09
H 0.305252 -0.535393 2.237917 0.21 -0.13 -0.14
H -2.540865 2.396072 -1.944734 -0.34 0.15 -0.01
H 3.072342 -4.504602 -0.934356 -0.47 0.30 -0.10
H 4.877687 3.010708 -0.914970 -0.55 -0.28 0.11
H -3.563501 -2.208652 -0.159576 -0.12 0.05 -0.68
H 3.762399 -1.578323 -2.734088 0.00 -0.41 1.86
H 0.123930 -4.044888 1.216281 -0.37 0.15 0.29
H 1.657353 -3.900916 -0.750471 -0.81 -0.36 0.87
H 3.072793 -0.096291 -1.700721 0.94 -1.22 0.12
H -1.880689 -2.839658 0.974127 -0.35 0.06 0.41
H -1.433900 -0.669363 2.129092 -0.17 -0.53 -0.02
H -0.183968 4.609559 -1.038794 0.38 0.40 -2.01
H -3.168175 3.924444 0.474085 0.95 -2.37 -1.98
H -4.451441 1.106976 -1.253320 -1.26 0.07 -1.46
H 3.627705 2.029388 -1.088804 0.59 0.54 0.47
H -3.650864 1.806586 -0.226133 0.28 -0.03 0.09
H -1.992845 2.699591 -3.343189 -1.59 -0.41 0.65
H 0.516537 2.245032 1.841245 -0.09 0.01 -0.38
H 5.456589 -2.187134 0.998795 0.74 -0.58 0.33
H -1.408923 -2.237224 -1.728284 0.28 -0.61 0.31
H 0.704037 0.256957 -0.607647 0.23 0.35 -0.44
H 0.036266 4.046128 0.258295 -0.88 0.76 0.22
H -1.634945 1.223034 0.659127 -0.30 -0.20 0.21
H 3.247995 -2.389780 -1.462369 -0.26 -0.50 -0.02
H 1.073597 1.807828 0.415903 1.48 -0.29 -0.67
H -1.875289 0.506062 -1.330932 -0.67 1.54 0.18
H -0.443703 1.880346 3.343855 0.03 0.20 -0.12
H 1.859270 0.653743 -1.303216 1.49 0.65 -1.11

No. 2
56
Properties=species:S:1:pos:R:3:forces:R:3 method="wB97M-V/def2-TZVPD" total_charge=0
O -3.266140 -1.603727 1.082203 1.31 -1.38 0.22
O -0.621173 -3.375735 1.186541 -1.05 -0.50 -0.74
O -0.907441 1.753938 -2.499993 0.56 -0.06 0.73
O 2.059759 -3.502586 1.407074 1.34 1.32 -1.01
O -2.832438 0.996829 0.711052 0.81 2.30 0.10
O 1.415976 3.071318 -2.606859 1.73 -0.53 -0.77
O -1.940419 -2.629146 -1.003132 -0.58 1.42 -1.20
O 0.592813 2.900558 1.911727 0.82 -1.15 -1.18
O 0.669960 -1.795728 2.978939 -0.01 2.08 -1.14
O -3.495947 1.459743 -1.845783 -0.89 0.08 -1.05
O 2.312208 3.375104 -0.097714 -0.75 -1.13 -1.15
O -2.214930 -0.483202 -3.194250 -2.00 4.12 -3.27
O 0.753847 0.795792 3.593439 0.92 -0.58 -0.60
N -0.728316 0.296409 -0.001831 1.63 1.76 0.91
C 0.743835 0.298074 0.246929 -0.46 -0.61 0.69
C 1.221916 -0.589346 -2.082313 0.48 -0.10 0.06
C -1.443436 1.162624 0.974645 -1.15 -0.33 -0.61
C 2.928417 -0.773045 -0.239150 0.48 -0.36 -1.05
C 1.441183 -0.802514 -0.584296 -0.03 0.41 0.22
H -1.060849 -0.642905 -0.014331 -0.50 -0.64 0.28
H -2.425113 -3.367592 -1.344688 -0.22 -0.76 -0.23
H -1.173803 1.015574 -3.102868 0.23 0.17 0.67
H 1.241818 3.018710 1.146416 -0.50 0.25 0.78
H -2.944545 -1.988199 0.199736 -0.47 0.48 1.26
H 0.815800 1.504936 2.918895 -0.10 0.33 0.03
H 3.378641 0.184851 -0.500757 -0.18 0.25 0.06
H -2.745211 1.993086 -2.120196 0.26 0.29 -0.15
H -3.061940 0.099703 0.854750 -0.54 -2.03 0.62
H 0.989990 -1.781974 -0.310743 0.32 0.50 -0.03
H 1.948914 3.158001 -1.029886 0.49 0.34 0.97
H 2.691310 -3.074926 0.749041 -1.19 -0.98 1.25
H -1.241168 2.230198 0.742621 0.16 -0.91 0.32
H 1.978267 2.501578 -3.202107 -0.98 0.96 0.95
H 0.547009 2.638300 -2.580234 -0.76 -0.41 -0.33
H 3.144288 -0.946409 0.798559 -0.01 -0.07 0.64
H 0.245276 -3.744714 1.000565 0.65 -0.37 -0.09
H 2.690583 4.233442 -0.218140 0.38 0.85 0.06
H -2.039960 -1.090539 -2.567856 0.92 -3.40 3.51
H -0.396907 -2.672926 1.787799 0.22 0.76 0.76
H 3.518587 -1.496714 -0.837265 -0.42 0.07 0.27
H -3.305513 1.270879 -0.926752 0.05 -0.12 0.99
H -2.905059 0.155452 -2.787528 0.93 -1.07 -0.34
H 0.573661 3.712803 2.375374 0.05 1.34 0.66
H 1.773887 -2.737835 1.970842 0.24 -0.59 -0.31
H 1.101159 1.299297 -0.032031 0.18 -0.42 0.03
H 1.530935 0.415761 -2.390094 0.02 -0.13 0.14
H -2.699667 -2.076588 1.762106 -1.12 0.77 -1.23
H -0.782473 1.319522 -1.590046 -0.47 0.00 -1.23
H 0.713583 -0.773715 3.106426 -0.11 -1.50 0.28
H -1.236905 0.955535 2.070411 0.02 0.03 -1.26
H 1.801753 -1.308367 -2.680019 -0.22 0.10 0.20
H 0.995743 0.141581 1.358249 -0.35 0.21 -1.64
H 0.175090 -0.688996 -2.316269 -0.27 -0.12 -0.27
H -1.364257 -2.913022 -0.299064 0.86 -0.90 1.06
H 0.686957 -2.200592 3.824914 0.03 -0.41 1.32
H 0.150450 1.101417 4.246923 -0.76 0.38 0.81

Respective HOMO level values: -8.822 -9.575 eV.
Respective E_tot values: -1204.54996 -1245.61673 Ha.
Respective ΔE to the lowest compared entry with this formula, charge and spin values: 66.2 23.7 kcal per mole.